Formula: C33H37ClHfO2Si2
Source: the Open Molecules 2025 dataset
Level of theory: the ωB97M-V functional and the def2-TZVPD basis

XYZ file:
```
76
Properties=species:S:1:pos:R:3:forces:R:3
C 4.356002 1.747753 3.338724 1.2 -1.0 -0.7
C 3.832609 0.404969 3.329778 1.6 0.1 -0.4
C 3.816828 -0.060446 1.970372 1.1 0.2 0.0
H 3.706232 -0.212743 4.221055 -0.4 0.3 -0.4
C 4.317123 0.997646 1.131201 1.1 -0.4 1.1
C 4.645009 2.114645 1.970267 1.0 -1.2 0.6
H 5.189509 3.010648 1.674248 -0.4 -0.2 0.0
H 4.684409 2.301022 4.220588 -0.5 0.0 -0.3
H 3.634656 -1.087064 1.657488 -0.3 0.4 -0.1
H 4.539698 0.916812 0.071380 -0.4 0.0 0.1
Hf 2.357451 1.778005 2.155708 -3.5 1.2 0.1
Si -3.180019 0.152701 -2.824644 -1.2 0.1 -1.0
C -4.504510 -0.979095 -2.154621 0.0 -0.1 0.7
C -5.881922 -0.979310 -2.472770 0.4 -0.3 0.3
H -6.277582 -0.250911 -3.186286 0.1 -0.3 0.2
C -6.734834 -1.916700 -1.871713 0.1 0.2 -0.1
H -7.798951 -1.930456 -2.125252 0.4 0.0 0.1
C -6.242315 -2.830693 -0.936986 0.5 0.1 0.1
H -6.905934 -3.548115 -0.453254 0.1 0.2 -0.2
C -4.880085 -2.826991 -0.608688 -0.1 0.2 -0.2
H -4.474609 -3.522798 0.125742 -0.2 0.0 -0.2
C -4.019337 -1.912439 -1.226709 -0.5 -0.3 0.2
H -2.951022 -1.921868 -0.980468 -0.4 -0.1 -0.1
C -2.588881 -0.602171 -4.420466 0.0 0.1 -0.7
C -2.758566 -1.973871 -4.687339 0.5 0.2 0.0
H -3.418524 -2.574186 -4.052784 0.4 0.2 -0.1
C -2.064338 -2.579337 -5.743232 -0.2 0.2 0.1
H -2.149502 -3.655109 -5.889531 0.0 0.2 -0.1
C -1.265327 -1.809462 -6.591662 -0.1 0.2 0.4
H -0.700908 -2.284735 -7.391037 -0.1 0.1 0.1
C -1.201484 -0.421355 -6.411903 -0.2 0.0 0.1
H -0.610814 0.187505 -7.096284 -0.2 -0.1 0.1
C -1.882711 0.187711 -5.351662 0.2 -0.6 0.1
H -1.861814 1.275655 -5.220709 0.2 -0.4 -0.1
H -2.030818 0.327961 -1.931093 0.1 -0.2 0.3
Si 0.730509 0.346836 0.557271 0.2 -1.4 -0.5
C 1.595863 -0.427125 -0.909394 0.7 0.1 -0.1
C 1.667635 -1.813701 -1.118813 0.1 -0.2 0.0
H 1.137504 -2.492915 -0.444403 -0.1 0.2 -0.4
C 2.476606 -2.359379 -2.128013 0.1 0.2 0.0
H 2.506597 -3.442494 -2.289636 -0.1 0.5 0.1
C 3.271409 -1.525582 -2.924345 -0.3 0.1 0.2
H 3.907409 -1.943242 -3.713117 -0.3 0.2 0.4
C 3.256085 -0.144709 -2.693114 -0.2 0.0 0.3
H 3.895659 0.511500 -3.282725 -0.2 -0.1 0.1
C 2.434663 0.390448 -1.689935 0.3 -0.5 -0.3
H 2.504679 1.453974 -1.467178 -0.2 0.1 -0.3
C -0.181664 -0.991824 1.496831 -0.1 0.0 0.6
C 0.492220 -1.808815 2.429411 -0.5 -0.1 0.1
H 1.551471 -1.649839 2.625087 -0.1 -0.1 0.0
C -0.181243 -2.830957 3.115517 0.1 0.2 -0.2
H 0.357420 -3.457532 3.826310 -0.1 0.2 -0.2
C -1.539020 -3.063980 2.872430 0.1 0.3 -0.3
H -2.057596 -3.885080 3.375503 0.2 0.4 -0.1
C -2.222091 -2.249432 1.959614 0.2 -0.1 0.1
H -3.281253 -2.433070 1.763929 0.4 0.2 0.0
C -1.549614 -1.216876 1.293380 -0.2 -0.1 0.1
H -2.102056 -0.577466 0.601465 0.1 -0.2 0.2
H -3.796934 1.490091 -3.032264 0.2 0.0 -0.1
Cl -0.617827 1.800753 -0.062760 0.2 0.5 0.3
C 3.113369 4.952675 1.810903 0.4 1.0 -0.2
O 2.223688 3.914667 2.256002 -1.0 -0.4 0.4
C 1.158651 4.381018 3.161323 0.3 1.0 -0.1
C 0.496205 3.252787 3.960275 -0.2 -0.8 -0.1
O 1.314318 1.985334 4.004470 -0.6 1.3 -0.2
C 1.657156 1.580990 5.354998 0.3 0.2 0.7
H 3.638428 4.598030 0.914522 -0.3 0.2 0.3
H 3.834671 5.190486 2.606592 -0.2 -0.2 -0.2
H 2.518023 5.849458 1.590473 0.2 -0.3 -0.1
H 1.603492 5.126916 3.842403 0.0 -0.4 -0.3
H 0.400276 4.882061 2.538551 0.3 -0.2 0.3
H 0.359888 3.579021 4.999602 0.0 -0.1 -0.4
H -0.477354 2.998656 3.517040 0.4 -0.2 0.2
H 0.839133 1.876046 6.012936 0.0 -0.4 -0.1
H 2.557858 2.127456 5.671354 -0.2 -0.3 -0.1
H 1.811047 0.501635 5.360044 -0.1 0.2 0.0
```
Forces are in eV/Å.

Summary:
HOMO-LUMO gap, eV: 4.4
E_tot, a.u.: -2516.792851
Relative energy (zero: lowest compared OMol25 entry of this formula, charge and spin), kcal per mole: 6.46
Lowest unoccupied orbital energy, Eh: -0.2819
Highest occupied orbital energy, eV: -12.09
Net charge: +2

The molecule's Löwdin atomic charges, reported in e, are given here: atom 1 (C): -0.142, atom 2 (C): -0.172, atom 3 (C): -0.161, atom 4 (H): 0.141, atom 5 (C): -0.145, atom 6 (C): -0.166, atom 7 (H): 0.135, atom 8 (H): 0.145, atom 9 (H): 0.138, atom 10 (H): 0.134, atom 11 (Hf): 1.607, atom 12 (Si): 0.709, atom 13 (C): -0.340, atom 14 (C): -0.076, atom 15 (H): 0.109, atom 16 (C): -0.075, atom 17 (H): 0.111, atom 18 (C): -0.077, atom 19 (H): 0.108, atom 20 (C): -0.092, atom 21 (H): 0.092, atom 22 (C): -0.146, atom 23 (H): 0.075, atom 24 (C): -0.330, atom 25 (C): -0.091, atom 26 (H): 0.100, atom 27 (C): -0.081, atom 28 (H): 0.105, atom 29 (C): -0.084, atom 30 (H): 0.105, atom 31 (C): -0.089, atom 32 (H): 0.102, atom 33 (C): -0.115, atom 34 (H): 0.097, atom 35 (H): -0.070, atom 36 (Si): 0.202, atom 37 (C): -0.344, atom 38 (C): -0.081, atom 39 (H): 0.106, atom 40 (C): -0.055, atom 41 (H): 0.118, atom 42 (C): -0.057, atom 43 (H): 0.119, atom 44 (C): -0.073, atom 45 (H): 0.111, atom 46 (C): -0.155, atom 47 (H): 0.084, atom 48 (C): -0.354, atom 49 (C): -0.126, atom 50 (H): 0.070, atom 51 (C): -0.071, atom 52 (H): 0.110, atom 53 (C): -0.050, atom 54 (H): 0.120, atom 55 (C): -0.049, atom 56 (H): 0.101, atom 57 (C): -0.104, atom 58 (H): 0.072, atom 59 (H): -0.021, atom 60 (Cl): 0.321, atom 61 (C): -0.014, atom 62 (O): -0.356, atom 63 (C): -0.090, atom 64 (C): -0.058, atom 65 (O): -0.338, atom 66 (C): -0.003, atom 67 (H): 0.109, atom 68 (H): 0.123, atom 69 (H): 0.124, atom 70 (H): 0.154, atom 71 (H): 0.159, atom 72 (H): 0.147, atom 73 (H): 0.151, atom 74 (H): 0.114, atom 75 (H): 0.115, atom 76 (H): 0.107